1.
C25H25FN4O3 | ωB97M-V/def2-TZVPD

Geometry (Å):
O -2.31 -1.63 -2.72
C -1.56 -0.70 -2.40
N -0.26 -0.69 -2.04
H 0.16 0.01 -1.74
C 0.29 -2.22 -2.23
H -0.39 -2.77 -2.69
H 1.17 -2.02 -2.36
C 0.39 -2.71 -0.83
C 1.58 -2.27 -0.04
C 2.93 -2.78 -0.36
C 3.96 -2.19 0.39
C 3.80 -1.52 1.41
C 2.69 -1.34 1.80
C 1.56 -1.41 1.22
H 0.56 -1.18 1.39
H 2.50 -0.58 2.92
H 4.83 -1.53 2.13
H 4.95 -2.80 0.13
H 3.08 -3.25 -1.29
H -0.52 -2.49 -0.01
H 0.43 -3.81 -0.97
C -2.44 0.80 -2.12
N -2.48 1.20 -0.81
C -2.38 2.44 -0.38
O -1.97 3.37 -1.64
C -2.47 2.86 0.87
H -3.42 3.30 0.86
C -1.33 3.82 1.35
C -0.16 2.81 1.54
O 0.46 2.41 2.53
N 0.46 2.72 0.14
C 1.58 1.89 -0.23
N 1.62 1.31 -1.25
C 2.68 0.54 -1.70
C 3.84 0.60 -0.95
C 3.92 1.51 0.32
C 2.76 1.95 0.55
H 2.70 2.47 1.93
H 4.76 1.37 0.90
H 4.64 0.31 -1.24
H 2.71 0.10 -2.48
H -0.23 2.95 -0.38
H -1.32 4.47 0.75
H -1.62 3.87 2.42
H -2.87 2.06 1.47
C -2.66 -0.02 0.01
C -3.85 -0.85 -0.18
C -4.11 -1.94 0.65
C -3.40 -1.96 1.60
C -2.44 -1.22 2.02
C -1.97 -0.19 1.07
H -1.09 0.40 1.25
H -1.50 -1.45 2.72
F -3.67 -3.15 2.62
H -4.99 -2.49 0.55
H -4.51 -0.44 -0.87
H -1.70 1.39 -2.82
H -3.37 0.71 -2.72

For the strongest force on any atom, the calculation gives 18.444 eV/A. The value obtained for the HOMO energy is -8.879 eV. The total energy is -1511.42860 Eh. The total charge is 0.

=====

2.
C4H5Cl | ωB97M-V/def2-TZVPD

Geometry (Å):
C -0.99 1.08 -0.25
C 2.00 -0.49 -0.49
C 0.79 0.19 -0.66
C -1.83 0.37 0.71
Cl 2.32 -1.41 0.93
H 2.90 -0.55 -1.06
H 0.86 0.62 -1.57
H -1.75 -0.48 -0.09
H -2.72 0.89 1.01
H -1.57 -0.22 1.48

For the strongest force on any atom, the calculation gives 4.995 eV/A. The value obtained for the HOMO energy is -9.137 eV. The total energy is -615.31733 Eh. The total charge is 0.